# 1
This record from the Open Molecules 2025 dataset describes a structure of composition C38H34BrINO2PV. The level of theory is the ωB97M-V functional and the def2-TZVPD basis.

```
79
C38H34BrINO2PV, DFT the ωB97M-V functional and the def2-TZVPD basis
V 1.31 0.69 -0.69
C 3.19 1.34 -1.68
C 3.13 -0.09 -1.67
C 2.04 -0.49 -2.48
C 1.44 0.69 -3.02
C 2.14 1.81 -2.52
C 1.90 3.24 -2.91
C 0.42 0.72 -4.12
C 1.68 -1.89 -2.86
C 4.09 -0.97 -0.93
C 4.19 2.17 -0.96
H 2.57 3.53 -3.72
H 2.09 3.93 -2.08
H 0.88 3.39 -3.25
H 0.93 0.79 -5.08
H -0.26 1.57 -4.04
H -0.19 -0.18 -4.14
H 0.60 -2.02 -2.98
H 2.02 -2.61 -2.12
H 2.15 -2.14 -3.81
H 5.02 -1.07 -1.49
H 3.68 -1.97 -0.78
H 4.34 -0.55 0.05
H 5.13 2.22 -1.53
H 4.42 1.77 0.03
H 3.85 3.20 -0.82
Br -1.67 -2.46 3.47
C -0.03 -1.61 3.94
C 0.42 -1.71 5.25
C 1.62 -1.10 5.55
C 2.31 -0.42 4.55
C 1.75 -0.38 3.28
N 0.58 -0.96 2.98
C 2.48 0.34 2.17
O 3.53 0.90 2.35
O 1.82 0.37 1.05
H -0.15 -2.26 5.99
H 2.03 -1.16 6.55
H 3.26 0.06 4.72
I 0.23 3.11 0.26
C -0.49 2.18 1.99
C 0.04 2.62 3.17
C -0.57 2.26 4.39
C -1.76 1.59 4.37
C -2.33 1.16 3.15
C -3.63 0.60 3.14
C -4.21 0.21 1.97
C -3.44 0.20 0.80
C -2.15 0.67 0.76
P -1.13 0.00 -0.61
C -1.13 -1.79 -0.32
C -2.27 -2.59 -0.43
C -2.21 -3.94 -0.16
C -1.01 -4.52 0.24
C 0.12 -3.74 0.36
C 0.07 -2.38 0.08
C -2.16 0.30 -2.07
C -2.69 1.58 -2.25
C -3.41 1.89 -3.39
C -3.63 0.91 -4.36
C -3.11 -0.36 -4.19
C -2.38 -0.67 -3.05
C -1.62 1.32 1.93
H 0.90 3.28 3.17
H -0.12 2.58 5.32
H -2.30 1.40 5.28
H -4.16 0.53 4.08
H -5.23 -0.15 1.94
H -3.87 -0.23 -0.10
H -3.21 -2.16 -0.74
H -3.10 -4.55 -0.25
H -0.97 -5.58 0.46
H 1.06 -4.18 0.69
H 0.96 -1.79 0.22
H -2.54 2.34 -1.49
H -3.82 2.88 -3.51
H -4.20 1.15 -5.24
H -3.28 -1.12 -4.94
H -1.97 -1.67 -2.94
```

Results
spin multiplicity: 3
net charge: +1
HOMO energy (alpha / beta): -11.05 / -11.10 eV
lowest unoccupied orbital energy (alpha / beta): -3.00 / -2.79 eV
max |F|: 0.011 hartree/bohr

Listed below, in e, are the Löwdin charges computed for each atom: number 1, V, carries 0.565; number 2, C, carries -0.275; number 3, C, carries -0.267; number 4, C, carries -0.264; number 5, C, carries -0.256; number 6, C, carries -0.292; number 7, C, carries -0.043; number 8, C, carries -0.006; number 9, C, carries -0.007; number 10, C, carries 0.003; number 11, C, carries 0.001; number 12, H, carries 0.103; number 13, H, carries 0.051; number 14, H, carries 0.079; number 15, H, carries 0.108; number 16, H, carries 0.081; number 17, H, carries 0.060; number 18, H, carries 0.073; number 19, H, carries 0.075; number 20, H, carries 0.103; number 21, H, carries 0.101; number 22, H, carries 0.081; number 23, H, carries 0.079; number 24, H, carries 0.102; number 25, H, carries 0.075; number 26, H, carries 0.081; number 27, Br, carries 0.819; number 28, C, carries -0.713; number 29, C, carries -0.092; number 30, C, carries -0.033; number 31, C, carries 0.016; number 32, C, carries -0.184; number 33, N, carries 0.120; number 34, C, carries -0.536; number 35, O, carries 0.102; number 36, O, carries -0.202; number 37, H, carries 0.104; number 38, H, carries 0.118; number 39, H, carries 0.125; number 40, I, carries 1.297; number 41, C, carries -0.574; number 42, C, carries -0.140; number 43, C, carries -0.053; number 44, C, carries -0.014; number 45, C, carries -0.176; number 46, C, carries -0.031; number 47, C, carries -0.047; number 48, C, carries -0.078; number 49, C, carries -0.288; number 50, P, carries 1.072; number 51, C, carries -0.348; number 52, C, carries -0.098; number 53, C, carries -0.066; number 54, C, carries -0.071; number 55, C, carries -0.073; number 56, C, carries -0.126; number 57, C, carries -0.371; number 58, C, carries -0.099; number 59, C, carries -0.063; number 60, C, carries -0.062; number 61, C, carries -0.064; number 62, C, carries -0.112; number 63, C, carries -0.211; number 64, H, carries 0.106; number 65, H, carries 0.118; number 66, H, carries 0.125; number 67, H, carries 0.125; number 68, H, carries 0.117; number 69, H, carries 0.105; number 70, H, carries 0.102; number 71, H, carries 0.113; number 72, H, carries 0.113; number 73, H, carries 0.115; number 74, H, carries 0.074; number 75, H, carries 0.089; number 76, H, carries 0.112; number 77, H, carries 0.112; number 78, H, carries 0.114; number 79, H, carries 0.104

=====

# 2
This record from the Open Molecules 2025 dataset describes a structure of composition C38H40N8O5RhS4. The level of theory is the ωB97M-V functional and the def2-TZVPD basis.

```
96
C38H40N8O5RhS4, DFT the ωB97M-V functional and the def2-TZVPD basis
Rh -0.58 0.72 -0.60
N 5.51 2.10 4.21
C 4.96 1.68 3.03
C 4.15 0.54 2.98
C 3.56 0.16 1.79
C 3.77 0.90 0.63
C 4.59 2.02 0.66
C 5.18 2.41 1.85
S 2.96 0.43 -0.84
O 2.60 -0.96 -0.74
O 3.70 0.89 -1.98
N 1.49 1.20 -0.80
C 1.33 2.56 -0.89
N 0.02 2.84 -1.00
C -0.37 4.11 -1.00
C 0.57 5.13 -0.93
C 1.90 4.74 -0.85
N 2.30 3.47 -0.82
H 5.52 1.46 4.98
H 6.25 2.77 4.19
H 3.99 -0.04 3.87
H 2.94 -0.73 1.76
H 4.77 2.57 -0.25
H 5.83 3.28 1.86
H -1.43 4.30 -1.06
H 0.28 6.17 -0.95
H 2.68 5.48 -0.80
O -1.08 0.80 1.20
C -0.93 0.63 2.62
C -0.32 1.93 3.13
C 0.85 2.46 2.68
C 1.23 3.62 3.39
C 0.35 3.93 4.38
S -0.96 2.84 4.44
C -2.32 0.33 3.12
C -2.77 -0.82 3.70
C -4.17 -0.80 3.95
C -4.76 0.35 3.53
S -3.62 1.43 2.85
C 0.01 -0.52 2.90
C 0.29 -1.60 2.13
C 1.15 -2.54 2.78
C 1.47 -2.15 4.04
S 0.75 -0.65 4.45
H 1.44 2.01 1.89
H 2.13 4.19 3.19
H 0.39 4.76 5.08
H -2.12 -1.64 3.96
H -4.71 -1.60 4.42
H -5.79 0.64 3.62
H -0.07 -1.74 1.12
H 1.52 -3.44 2.32
H 2.09 -2.66 4.76
N -2.53 1.00 -1.65
C -3.66 0.91 -1.37
N -4.91 0.79 -1.06
C -5.74 -0.26 -1.67
C -6.74 0.39 -2.61
O -7.49 1.38 -1.94
C -6.66 2.43 -1.47
C -5.66 1.90 -0.45
H -6.27 -0.78 -0.86
H -5.10 -0.97 -2.19
H -7.45 -0.35 -2.99
H -6.21 0.83 -3.47
H -7.31 3.17 -1.01
H -6.13 2.90 -2.31
H -6.18 1.51 0.42
H -4.96 2.67 -0.12
C 2.67 -1.52 -4.35
C 1.64 -2.63 -4.51
N 1.91 -3.81 -3.69
C 3.09 -4.61 -4.04
C 4.22 -4.45 -3.02
C 1.12 -4.29 -2.70
O 1.31 -5.38 -2.17
C -0.03 -3.47 -2.18
C -1.22 -4.10 -1.85
C -2.21 -3.37 -1.21
C -1.97 -2.05 -0.89
N -0.81 -1.44 -1.19
C 0.14 -2.14 -1.82
H 2.41 -0.67 -4.98
H 3.66 -1.86 -4.65
H 2.74 -1.18 -3.32
H 1.60 -2.96 -5.55
H 0.64 -2.26 -4.28
H 3.41 -4.29 -5.03
H 2.79 -5.65 -4.10
H 4.51 -3.41 -2.91
H 5.09 -5.02 -3.35
H 3.91 -4.84 -2.05
H -1.34 -5.15 -2.07
H -3.15 -3.83 -0.93
H -2.69 -1.46 -0.34
H 1.08 -1.62 -1.99
```

Results
spin multiplicity: 5
net charge: +1
HOMO energy (alpha / beta): -10.17 / -10.16 eV
lowest unoccupied orbital energy (alpha / beta): -2.15 / -4.56 eV
ΔE to the lowest compared entry with this formula, charge and spin: 0.0 kJ/mol
max |F|: 0.007 hartree/bohr

Listed below, in e, are the Löwdin charges computed for each atom: number 1, Rh, carries 1.323; number 2, N, carries 0.122; number 3, C, carries -0.312; number 4, C, carries -0.021; number 5, C, carries -0.061; number 6, C, carries -0.310; number 7, C, carries -0.065; number 8, C, carries -0.020; number 9, S, carries 0.609; number 10, O, carries -0.326; number 11, O, carries -0.272; number 12, N, carries -0.189; number 13, C, carries -0.482; number 14, N, carries 0.018; number 15, C, carries -0.096; number 16, C, carries -0.036; number 17, C, carries -0.085; number 18, N, carries 0.164; number 19, H, carries 0.098; number 20, H, carries 0.098; number 21, H, carries 0.106; number 22, H, carries 0.097; number 23, H, carries 0.108; number 24, H, carries 0.115; number 25, H, carries 0.119; number 26, H, carries 0.107; number 27, H, carries 0.121; number 28, O, carries -0.272; number 29, C, carries -0.528; number 30, C, carries -0.506; number 31, C, carries -0.116; number 32, C, carries -0.159; number 33, C, carries -0.392; number 34, S, carries 1.059; number 35, C, carries -0.483; number 36, C, carries -0.097; number 37, C, carries -0.162; number 38, C, carries -0.401; number 39, S, carries 1.026; number 40, C, carries -0.480; number 41, C, carries -0.115; number 42, C, carries -0.166; number 43, C, carries -0.394; number 44, S, carries 1.084; number 45, H, carries 0.100; number 46, H, carries 0.108; number 47, H, carries 0.072; number 48, H, carries 0.118; number 49, H, carries 0.109; number 50, H, carries 0.071; number 51, H, carries 0.086; number 52, H, carries 0.114; number 53, H, carries 0.074; number 54, N, carries 0.108; number 55, C, carries -0.242; number 56, N, carries -0.065; number 57, C, carries -0.089; number 58, C, carries -0.176; number 59, O, carries -0.112; number 60, C, carries -0.176; number 61, C, carries -0.101; number 62, H, carries 0.137; number 63, H, carries 0.132; number 64, H, carries 0.136; number 65, H, carries 0.134; number 66, H, carries 0.136; number 67, H, carries 0.134; number 68, H, carries 0.129; number 69, H, carries 0.129; number 70, C, carries -0.058; number 71, C, carries -0.199; number 72, N, carries -0.047; number 73, C, carries -0.190; number 74, C, carries -0.061; number 75, C, carries -0.415; number 76, O, carries 0.076; number 77, C, carries -0.082; number 78, C, carries 0.033; number 79, C, carries -0.023; number 80, C, carries -0.144; number 81, N, carries -0.047; number 82, C, carries -0.064; number 83, H, carries 0.086; number 84, H, carries 0.079; number 85, H, carries 0.038; number 86, H, carries 0.124; number 87, H, carries 0.107; number 88, H, carries 0.119; number 89, H, carries 0.121; number 90, H, carries 0.070; number 91, H, carries 0.079; number 92, H, carries 0.074; number 93, H, carries 0.135; number 94, H, carries 0.115; number 95, H, carries 0.101; number 96, H, carries 0.081

=====

# 3
This record from the Open Molecules 2025 dataset describes an isolated molecule of C3H5N3 at a distorted geometry. The level of theory is the ωB97M-V functional and the def2-TZVPD basis.

```
11
C3H5N3, DFT the ωB97M-V functional and the def2-TZVPD basis
N -0.03 0.42 1.84
C -0.07 0.13 0.48
C 0.59 0.53 -0.64
C 0.17 -0.41 -1.62
N -0.77 -1.22 -1.20
N -0.98 -0.88 0.14
H 0.43 1.30 2.02
H 0.50 -0.33 2.28
H 1.29 1.35 -0.73
H 0.59 -0.52 -2.62
H -1.73 -0.17 0.22
```

Results
HOMO energy: -9.05 eV
lowest unoccupied orbital energy: 0.81 eV
structure (SMILES): Nc1ccn[nH]1
ΔE to the lowest compared entry with this formula, charge and spin: 170.9 kJ/mol
max |F|: 0.036 hartree/bohr

Listed below, in e, are the Löwdin charges computed for each atom: number 1, N, carries 0.101; number 2, C, carries -0.426; number 3, C, carries -0.034; number 4, C, carries -0.176; number 5, N, carries 0.005; number 6, N, carries -0.007; number 7, H, carries 0.086; number 8, H, carries 0.100; number 9, H, carries 0.093; number 10, H, carries 0.101; number 11, H, carries 0.158

=====

# 4
This record from the Open Molecules 2025 dataset describes an isolated molecule of C3H3BrF4 at a distorted geometry. The level of theory is the ωB97M-V functional and the def2-TZVPD basis.

```
11
C3H3BrF4, DFT the ωB97M-V functional and the def2-TZVPD basis
C -0.53 -0.34 0.24
C 0.50 -1.10 -0.64
C -0.05 1.49 0.36
F 0.04 -2.40 -0.77
F 1.70 -1.11 0.07
F 1.18 1.69 -0.09
F -0.86 2.13 -0.47
Br -0.92 -1.22 1.92
H -1.42 -0.10 -0.27
H 0.56 -0.80 -1.74
H -0.22 1.75 1.39
```

Results
spin multiplicity: 3
HOMO energy (alpha / beta): -5.19 / -10.96 eV
lowest unoccupied orbital energy (alpha / beta): 0.73 / -4.24 eV
max |F|: 0.144 hartree/bohr

Listed below, in e, are the Löwdin charges computed for each atom: number 1, C, carries -0.543; number 2, C, carries -0.420; number 3, C, carries -0.305; number 4, F, carries -0.018; number 5, F, carries 0.011; number 6, F, carries 0.096; number 7, F, carries 0.072; number 8, Br, carries 0.760; number 9, H, carries 0.049; number 10, H, carries 0.169; number 11, H, carries 0.129

=====

# 5
This record from the Open Molecules 2025 dataset describes a cluster of 2 separate species, C5H8N in total at a distorted geometry. The level of theory is the ωB97M-V functional and the def2-TZVPD basis.

```
14
C5H8N, DFT the ωB97M-V functional and the def2-TZVPD basis
C 0.51 -0.06 0.00
C -1.68 0.59 0.20
C -1.53 -0.89 -0.28
C -0.28 1.05 0.25
C 2.76 -0.17 0.00
N -0.19 -1.16 -0.21
H -2.11 1.32 -0.47
H -2.42 0.43 1.08
H -2.18 -1.58 0.46
H -2.02 -1.02 -1.36
H -0.08 2.06 0.30
H 3.09 -0.32 1.07
H 3.22 0.74 -0.47
H 2.92 -1.00 -0.58
```

Results
net charge: +1
HOMO energy: -14.99 eV
lowest unoccupied orbital energy: -7.25 eV
ΔE to the lowest compared entry with this formula, charge and spin: 601.6 kJ/mol
max |F|: 0.090 hartree/bohr

Listed below, in e, are the Löwdin charges computed for each atom: number 1, C, carries -0.061; number 2, C, carries -0.117; number 3, C, carries -0.212; number 4, C, carries 0.131; number 5, C, carries 0.165; number 6, N, carries 0.135; number 7, H, carries 0.134; number 8, H, carries 0.195; number 9, H, carries 0.193; number 10, H, carries 0.213; number 11, H, carries 0.116; number 12, H, carries 0.062; number 13, H, carries 0.059; number 14, H, carries -0.013